Entry 1:
117
Properties=species:S:1:pos:R:3 method="wB97M-V/def2-TZVPD" total_charge=+1 orbital_gap_ev=6.91 homo_ev=-10.96 fmax_ev_per_a=0.7 lumo_energy_ev=-4.0
O 4.40032 -6.35720 0.97974
C 4.08274 -5.24999 1.26449
O 2.80875 -5.06884 1.96849
N 1.77731 -5.08519 1.06864
C 1.29009 -3.90289 0.64266
N 1.76635 -2.71824 1.02738
C 1.02778 -1.82480 0.38731
Br 1.16678 -0.00050 0.47378
N 0.10101 -2.40892 -0.38537
Br -1.19460 -1.70676 -1.45753
N 0.26568 -3.76361 -0.22026
C 1.25082 -6.36093 0.62916
F -0.10042 -6.28015 0.61525
F 1.63159 -6.61914 -0.62652
F 1.63645 -7.30961 1.43269
C 4.80944 -3.99506 1.02817
C 4.75702 -2.95513 1.95467
C 5.49549 -1.80861 1.72823
C 6.25626 -1.69697 0.56888
C 6.29587 -2.72870 -0.36154
C 5.58070 -3.89021 -0.13031
H -0.33547 -4.43224 -0.67743
H 4.15400 -3.04092 2.84716
H 5.47284 -0.99580 2.44395
H 6.82228 -0.79328 0.38672
H 6.88325 -2.64442 -1.26493
H 5.61208 -4.71047 -0.83405
C -3.59895 3.05493 0.53849
C -2.25500 2.35221 0.51031
O -2.06284 1.50856 -0.61751
C -2.11143 2.14674 -1.88875
C -1.06159 3.22293 -2.09541
H -4.41103 2.32825 0.48150
H -3.70349 3.61942 1.46505
H -3.71246 3.75701 -0.28734
H -2.17067 1.68925 1.37274
H -1.43960 3.08007 0.58624
H -3.11450 2.54437 -2.08175
H -1.95185 1.34325 -2.61265
H -1.20512 4.07250 -1.42614
H -1.12624 3.59425 -3.11996
H -0.05741 2.82736 -1.93008
C -3.18076 1.81488 -6.50450
C -3.22741 2.99129 -5.54343
O -2.05953 3.79218 -5.57011
C -1.73998 4.40139 -6.81066
C -2.81265 5.34219 -7.33001
H -2.29933 1.20033 -6.31202
H -4.06842 1.19467 -6.38211
H -3.14358 2.13502 -7.54626
H -3.30521 2.62377 -4.51954
H -4.11881 3.60386 -5.71956
H -1.49731 3.64093 -7.56122
H -0.82349 4.95962 -6.61928
H -3.73831 4.81771 -7.57098
H -2.46592 5.83090 -8.24066
H -3.03975 6.10923 -6.58848
C 6.18187 1.05146 7.36151
C 5.54508 0.05296 6.41169
O 6.08736 0.07245 5.10068
C 7.47202 -0.22013 5.00144
C 7.85153 -1.59848 5.51476
H 6.11996 2.06109 6.95387
H 5.66363 1.03222 8.32039
H 7.23215 0.82751 7.55053
H 4.48963 0.29337 6.28056
H 5.59090 -0.95841 6.83090
H 8.06717 0.55374 5.49725
H 7.69902 -0.15495 3.93615
H 7.68015 -1.69879 6.58683
H 8.91082 -1.78194 5.33374
H 7.27260 -2.37141 5.00630
C -7.91371 1.02340 -4.29253
C -6.39583 1.03963 -4.31987
O -5.81057 1.97501 -3.42885
C -6.11259 1.79209 -2.05664
C -5.63193 0.46577 -1.49229
H -8.30898 2.02030 -4.49050
H -8.29075 0.34295 -5.05622
H -8.30576 0.68967 -3.33115
H -6.05360 1.34464 -5.30839
H -5.99726 0.03378 -4.14036
H -7.18421 1.92791 -1.87717
H -5.60469 2.60811 -1.53966
H -6.13847 -0.38403 -1.95170
H -5.82907 0.42570 -0.42027
H -4.55693 0.35339 -1.65260
C -6.99931 5.47232 -2.52273
C -6.37023 6.83659 -2.74180
O -5.25006 7.07816 -1.90740
C -4.16591 6.18625 -2.06925
C -3.55098 6.19274 -3.45637
H -7.27233 5.34707 -1.47323
H -7.89919 5.36819 -3.13006
H -6.32141 4.66115 -2.79456
H -7.08465 7.61972 -2.48929
H -6.10671 6.97574 -3.79635
H -4.46324 5.16629 -1.79098
H -3.42386 6.51015 -1.33735
H -4.25186 5.84020 -4.21471
H -2.68210 5.53419 -3.49004
H -3.23809 7.20216 -3.72789
C 3.19091 -7.13031 4.61663
C 4.68925 -6.87861 4.65543
O 5.06985 -5.79768 5.48682
C 4.74252 -5.92445 6.86165
C 5.37569 -7.12490 7.54182
H 2.66286 -6.21973 4.33051
H 2.96191 -7.91242 3.89197
H 2.80354 -7.45164 5.58402
H 5.04383 -6.60205 3.66224
H 5.22427 -7.79359 4.93132
H 3.65501 -5.93474 6.99846
H 5.10938 -5.00607 7.32004
H 5.00609 -8.06880 7.13940
H 5.14424 -7.10995 8.60696
H 6.45920 -7.10540 7.42105


Entry 2:
18
Properties=species:S:1:pos:R:3 method="wB97M-V/def2-TZVPD" total_charge=-1 orbital_gap_ev=5.50 smiles="CC(=O)O/C(O)=C1/[N-]C=CN1" homo_ev=-1.62 fmax_ev_per_a=4.5 lumo_energy_ev=3.9
C -2.22007 1.98505 1.17601
C -1.37228 1.02935 1.95064
O -1.42832 0.84771 3.15544
O -0.42277 0.33038 1.29874
C -0.07000 0.20517 -0.08813
O -1.24859 -0.18183 -0.89390
C 1.10425 -0.58675 -0.45985
N 1.19044 -1.08681 -1.72677
C 2.42219 -1.43191 -1.94345
C 3.21281 -1.19028 -0.89277
N 2.39601 -0.52698 0.09826
H -2.39462 1.65917 0.13548
H -1.75943 2.94139 1.03297
H -3.18302 2.15297 1.72295
H -0.67162 -0.41924 -1.63117
H 2.55666 -2.03823 -2.74150
H 4.26230 -1.27279 -0.86262
H 2.77462 -0.54369 1.02801


Entry 3:
16
Properties=species:S:1:pos:R:3 method="wB97M-V/def2-TZVPD" total_charge=0 orbital_gap_ev=12.20 smiles=CC.CC homo_ev=-11.10 fmax_ev_per_a=2.4 lumo_energy_ev=1.1
C 1.16884 1.48548 -0.85799
C 2.30471 1.17341 0.19265
H 0.30909 0.82402 -0.67439
H 0.86349 2.51268 -0.68849
H 1.49504 1.12125 -1.82845
H 3.20807 1.43391 -0.35418
H 2.35252 0.10679 0.39337
H 2.18962 1.78927 1.06295
C -2.05346 -1.31047 1.03070
C -1.60060 -1.35626 -0.41560
H -2.46758 -2.14741 1.59262
H -1.14320 -1.07551 1.58802
H -2.62162 -0.41096 1.29879
H -1.47408 -0.34276 -0.79672
H -1.98828 -2.12799 -1.08394
H -0.54257 -1.67545 -0.45934


Entry 4:
15
Properties=species:S:1:pos:R:3 method="wB97M-V/def2-TZVPD" total_charge=+1 orbital_gap_ev="7.03 / 9.24" homo_ev="-12.04 / -13.90" fmax_ev_per_a=4.2 lumo_energy_ev="-5.0 / -4.7"
C -0.54451 0.70780 -0.42552
C 1.65326 1.79621 0.02806
C 0.03256 -2.53317 0.95611
N 0.52458 -1.50788 0.17208
N 0.36184 1.78626 -0.24098
N -1.72929 0.96055 -1.09026
O -0.44581 -0.55068 -0.05256
H 2.14577 0.94128 -0.34046
H 2.20375 2.55837 0.52946
H -0.80161 -3.18788 0.53628
H 1.01461 -3.17393 0.83721
H -0.03305 -2.33615 2.01013
H -0.17106 2.60070 -0.04117
H -2.07018 1.82788 -1.45047
H -2.14087 0.11065 -1.42793